# 1
DFT (wB97M-V/def2-TZVPD) results for a cluster of 8 separate species, C30H67N10O9 in total.

CARTESIAN COORDINATES (ANGSTROEM)
C  -2.542  3.578  -1.937
C  -1.299  2.565  -2.219
C  -1.855  1.096  -1.760
N  -1.674  1.033  -0.271
C  -3.051  0.526  0.141
C  -2.893  -0.226  1.572
N  -1.496  -0.692  1.382
C  -0.828  -0.007  0.289
N  0.420  -0.395  0.036
C  1.215  0.277  -1.028
O  2.626  0.009  -0.940
C  2.929  -1.379  -1.027
C  2.322  -2.418  -2.069
O  3.794  -1.816  -0.226
H  -2.228  4.671  -1.927
H  -2.920  3.347  -0.869
H  -3.439  3.368  -2.621
H  -0.967  2.574  -3.307
H  -0.490  2.873  -1.476
H  -1.292  0.288  -2.338
H  -2.947  1.088  -2.102
H  -3.943  1.210  -0.015
H  -3.202  -0.397  -0.542
H  -3.126  0.606  2.312
H  -3.695  -1.048  1.481
H  -1.286  -1.687  1.529
H  0.786  -1.174  0.625
H  0.823  -0.130  -2.037
H  1.067  1.405  -1.072
H  1.955  -3.333  -1.469
H  3.148  -2.829  -2.761
H  1.429  -2.045  -2.665
C  -4.317  -0.300  -3.790
O  -4.016  -1.146  -2.960
N  -4.171  -0.430  -5.134
C  -4.552  0.623  -6.055
C  -3.616  -1.661  -5.666
H  -4.746  0.671  -3.493
H  -5.315  0.241  -6.737
H  -3.673  0.932  -6.626
H  -4.952  1.486  -5.519
H  -4.250  -2.499  -5.363
H  -2.617  -1.811  -5.253
H  -3.560  -1.618  -6.754
C  1.005  -2.855  3.287
O  0.739  -2.556  2.127
N  1.976  -2.281  4.036
C  2.234  -2.686  5.404
C  2.784  -1.227  3.450
H  0.452  -3.641  3.821
H  2.096  -1.825  6.062
H  3.264  -3.043  5.482
H  1.556  -3.484  5.712
H  2.131  -0.405  3.145
H  3.294  -1.617  2.566
H  3.520  -0.863  4.169
C  4.175  2.022  3.906
O  4.354  1.600  5.035
N  3.860  3.307  3.585
C  3.663  3.732  2.214
C  3.717  4.282  4.649
H  4.260  1.365  3.025
H  4.385  4.517  1.977
H  2.649  4.124  2.105
H  3.801  2.898  1.523
H  4.656  4.346  5.204
H  2.929  3.954  5.331
H  3.465  5.262  4.240
C  -6.587  1.253  0.771
O  -6.340  2.423  0.999
N  -7.540  0.512  1.399
C  -7.775  -0.880  1.068
C  -8.347  1.135  2.431
H  -6.033  0.686  0.004
H  -8.807  -0.997  0.729
H  -7.613  -1.491  1.960
H  -7.099  -1.214  0.279
H  -8.881  1.987  2.003
H  -7.693  1.496  3.228
H  -9.063  0.421  2.840
C  2.837  8.382  4.828
O  3.171  7.708  3.870
N  3.683  8.881  5.772
C  3.209  9.677  6.886
C  5.102  8.607  5.657
H  1.783  8.647  5.008
H  3.685  10.661  6.850
H  3.477  9.178  7.821
H  2.126  9.802  6.846
H  5.467  9.002  4.705
H  5.261  7.526  5.671
H  5.649  9.069  6.479
C  -0.962  -4.127  -6.680
O  -1.319  -3.169  -7.341
N  -1.367  -5.412  -6.877
C  -0.897  -6.503  -6.047
C  -2.298  -5.698  -7.951
H  -0.256  -4.019  -5.841
H  -0.386  -7.236  -6.676
H  -1.754  -6.976  -5.560
H  -0.205  -6.144  -5.283
H  -1.856  -5.387  -8.901
H  -3.216  -5.128  -7.790
H  -2.528  -6.763  -7.985
C  6.193  -6.083  -1.708
O  6.422  -7.264  -1.881
N  5.483  -5.563  -0.666
C  5.250  -4.139  -0.527
C  4.945  -6.464  0.333
H  6.557  -5.315  -2.410
H  5.677  -3.799  0.420
H  4.176  -3.953  -0.528
H  5.710  -3.583  -1.346
H  5.765  -7.021  0.793
H  4.269  -7.173  -0.150
H  4.405  -5.906  1.100

Calculated total energy (eV): -65517.1073
Orbital gap (eV): 8.15
Charge: +1

These are the Mulliken partial charges, in e, on atoms 1 to 4:
1 C -0.915
2 C -0.411
3 C 0.090
4 N 0.335


# 2
DFT (wB97M-V/def2-TZVPD) results for the ion C12H17N2O with charge +1.

CARTESIAN COORDINATES (ANGSTROEM)
C  -3.043  -0.789  -0.593
C  -3.120  0.590  -0.559
C  -1.804  -1.399  -0.488
C  -2.084  1.413  -0.236
C  -0.690  -0.578  -0.167
C  -0.839  0.833  0.118
C  1.630  -1.222  -1.239
C  1.760  0.104  -1.863
C  1.471  0.854  0.579
C  0.645  -1.252  -0.020
C  0.081  2.728  1.348
C  0.161  -2.702  1.909
N  0.198  1.458  0.675
N  2.110  1.043  -0.774
O  0.950  -2.220  0.771
H  -3.939  -1.340  -0.769
H  -4.034  1.026  -0.762
H  -1.666  -2.444  -0.777
H  -1.969  2.478  -0.230
H  1.312  -2.084  -2.012
H  2.601  -1.696  -0.809
H  2.464  0.305  -2.644
H  0.722  0.504  -2.161
H  2.114  0.834  1.433
H  0.833  2.837  2.160
H  0.117  3.544  0.664
H  -0.951  2.654  1.773
H  -0.106  -3.702  1.736
H  -0.729  -2.058  1.933
H  0.904  -2.557  2.804
H  3.063  0.801  -0.644
H  1.837  2.037  -1.154

Calculated total energy (eV): -17737.4140
Orbital gap (eV): 8.16
Charge: +1
ΔE to the lowest compared entry with this formula, charge and spin (kJ/mol): 481.4

These are the natural (NBO) partial charges, in e, on atoms 1 to 4:
1 C -0.238
2 C -0.170
3 C -0.160
4 C -0.237


# 3
DFT (wB97M-V/def2-TZVPD) results for a cluster of 2 separate species, C6H10 in total.

CARTESIAN COORDINATES (ANGSTROEM)
C  -1.375  0.142  1.264
C  -2.212  -0.572  0.364
C  2.261  1.256  -1.862
C  1.663  0.427  -1.034
C  0.439  0.734  -0.291
C  -0.434  -0.206  0.051
H  -0.918  -0.324  2.141
H  -1.306  -2.934  2.075
H  -1.490  1.211  1.449
H  -1.031  -3.019  1.383
H  -0.029  -1.205  -0.048
H  3.174  0.906  -2.338
H  1.988  2.285  -2.053
H  2.052  -0.576  -0.910
H  0.234  1.793  -0.174
H  -3.016  0.082  -0.016

Calculated total energy (eV): -6377.4800
Orbital gap (eV): 7.38
ΔE to the lowest compared entry with this formula, charge and spin (kJ/mol): 615.5

These are the natural (NBO) partial charges, in e, on atoms 1 to 4:
1 C -0.466
2 C -0.226
3 C -0.338
4 C -0.233


# 4
DFT (wB97M-V/def2-TZVPD) results for an isolated molecule of C5H4BF3N2O2.

CARTESIAN COORDINATES (ANGSTROEM)
B  -0.859  -1.732  0.148
C  -0.422  2.031  -0.138
C  1.037  2.450  -0.023
C  -0.919  -0.250  0.411
C  2.405  0.594  0.839
C  3.151  -0.329  -0.051
N  -0.708  0.816  0.016
N  1.874  1.545  0.257
O  0.422  -2.112  -0.110
O  -1.948  -2.500  0.483
F  3.050  -1.596  0.350
F  2.932  -0.282  -1.356
F  4.417  0.122  0.181
H  -1.047  2.820  -0.526
H  1.346  3.348  -0.324
H  1.020  -2.877  0.117
H  -1.817  -3.487  0.648

Calculated total energy (eV): -21151.8026
Orbital gap (spin up / spin down) (eV): 7.48 / 7.48
ΔE to the lowest compared entry with this formula, charge and spin (kJ/mol): 211.5

These are the natural (NBO) partial charges, in e, on atoms 1 to 4:
1 B 0.996
2 C -0.203
3 C 0.033
4 C 0.060


Number 1 is which compound?
C30H67N10O9


What is the calculated total energy in the second record?
-17737.4140 eV


Among the records above, which one has the highest calculated total energy?
C6H10


Look up the calculated total energy of the third one.
-6377.4800 eV